1.
41
Properties=species:S:1:pos:R:3:forces:R:3:mulliken_charge:R:1 method="wB97M-V/def2-TZVPD" homo_lumo_gap_ev=6.97 spin_multiplicity=1 molar_mass_g_mol=309.31 total_energy_ha=-1137.96027 total_charge=+1 lumo_ev=-5.0
N 3.850 1.875 -1.206 0.660 -0.860 0.525 -0.496
C 3.485 0.427 -1.212 0.076 -0.993 -0.079 -1.025
C 1.888 0.175 -1.346 2.119 0.037 -0.737 0.608
C 1.427 -0.351 -2.712 -4.261 0.271 1.911 0.559
N 2.270 -0.598 -3.873 -1.975 1.447 1.328 -0.573
C -0.130 -0.610 -2.720 4.098 1.789 3.745 -0.545
C -0.743 -0.256 -1.351 -0.516 -0.615 -1.538 -0.055
N -0.183 0.262 -0.185 -0.719 -1.100 -2.760 -0.916
N 1.128 0.472 -0.194 0.991 -1.217 -3.499 0.995
C 1.731 1.029 1.071 -0.240 0.174 1.513 -0.964
C 1.776 2.633 1.046 -1.222 0.179 0.086 -0.029
O 0.419 3.078 1.378 1.148 -0.617 -1.502 -0.544
C 2.721 3.270 2.160 -0.682 1.409 0.558 0.688
F 2.114 3.178 3.435 1.952 -0.210 -2.910 -0.228
F 2.811 4.665 1.890 0.349 -3.423 0.637 -0.249
F 4.011 2.679 2.160 -2.862 1.436 0.171 -0.234
H 4.299 2.063 -0.288 -0.442 0.090 -0.913 0.159
H 4.601 2.008 -1.894 -0.510 0.099 0.357 0.306
H 3.909 -0.074 -0.263 -1.010 0.493 -1.475 0.286
H 4.009 -0.112 -2.084 -1.083 0.742 1.290 0.451
H 2.730 0.284 -4.177 -0.075 -0.855 0.487 0.297
H 1.620 -0.840 -4.647 0.739 -0.028 0.670 0.323
H -0.688 -1.007 -3.624 0.613 0.588 1.529 0.309
H -1.889 -0.458 -1.285 2.221 0.505 0.320 0.332
H 0.982 0.752 1.902 1.083 0.476 -1.427 0.284
H 2.707 0.525 1.357 -1.163 0.655 -0.869 0.451
H 1.995 3.084 0.021 0.469 -0.890 1.480 0.428
H -0.048 2.987 0.511 0.140 0.352 1.210 0.381
C -3.846 -3.338 1.685 0.330 -0.195 0.284 -0.551
C -4.915 -2.284 1.866 -0.451 0.000 -0.069 -0.544
C -4.279 -1.072 1.215 0.082 0.402 0.110 -0.488
O -3.422 -1.563 0.171 0.021 -0.127 0.082 -0.316
C -3.282 -2.984 0.323 -0.042 -0.112 -0.369 -0.419
H -4.223 -4.360 1.736 0.045 0.077 -0.035 0.337
H -3.073 -3.219 2.452 -0.044 -0.060 -0.053 0.269
H -5.817 -2.573 1.317 0.038 0.049 0.075 0.257
H -5.191 -2.112 2.907 0.036 0.019 -0.090 0.331
H -3.657 -0.519 1.926 -0.073 0.023 0.032 0.277
H -5.017 -0.388 0.792 0.122 -0.032 -0.067 0.298
H -3.852 -3.465 -0.479 0.050 -0.077 0.034 0.284
H -2.230 -3.263 0.219 -0.011 0.096 -0.043 0.269

***

2.
11
Properties=species:S:1:pos:R:3:forces:R:3:mulliken_charge:R:1 method="wB97M-V/def2-TZVPD" homo_lumo_gap_ev="8.55 / 8.55" spin_multiplicity=1 molar_mass_g_mol=83.09 total_energy_ha=-285.25921 lumo_ev="1.0 / 1.0"
O -1.773 2.164 1.692 0.457 -0.200 -1.213 -0.206
C -1.340 1.979 0.656 -0.519 0.289 1.206 0.151
C -0.878 -1.102 -0.770 0.041 0.000 0.040 -0.413
N 0.072 -0.496 -0.140 -0.091 -0.001 0.009 0.060
C 1.353 0.137 -0.407 0.136 0.078 -0.323 -0.341
C 0.706 0.005 0.920 -0.024 -0.268 0.053 -0.479
H -1.665 -1.589 -0.206 0.120 0.064 -0.038 0.272
H -0.870 -1.097 -1.852 0.027 0.011 0.156 0.236
H 1.318 1.099 -0.924 0.006 -0.127 0.128 0.219
H 2.109 -0.560 -0.785 -0.110 0.089 0.078 0.274
H 0.968 -0.541 1.816 -0.041 0.066 -0.095 0.227

***

3.
13
Properties=species:S:1:pos:R:3:forces:R:3:mulliken_charge:R:1 method="wB97M-V/def2-TZVPD" homo_lumo_gap_ev="7.92 / 8.21" spin_multiplicity=1 molar_mass_g_mol=120.34 total_energy_ha=-753.35865 lumo_ev="-0.3 / 0.0"
B -1.331 0.180 -0.131 -0.883 -0.011 -0.581 0.620
C 0.499 -1.867 0.079 1.559 -2.849 1.128 -0.534
C -0.508 -1.087 0.124 -0.300 1.249 -0.585 0.142
C 1.678 1.290 0.365 -1.656 0.856 1.109 -0.600
O -1.921 0.819 0.890 -2.006 1.561 1.777 -0.519
O -1.651 0.597 -1.413 0.460 -0.845 -0.101 -0.590
Cl 2.690 0.145 -0.196 2.065 -0.419 -0.906 -0.109
H 1.571 -1.521 0.241 -1.523 -0.596 -0.385 0.045
H 0.415 -3.021 0.126 -0.046 1.744 -0.279 0.210
H 1.287 2.029 -0.336 0.077 -0.291 0.437 0.336
H 1.366 1.154 1.413 0.071 0.500 -0.783 0.367
H -2.759 1.387 0.840 2.250 -1.340 -0.560 0.328
H -1.335 -0.104 -2.001 -0.070 0.441 -0.271 0.304

***

4.
88
Properties=species:S:1:pos:R:3:forces:R:3:mulliken_charge:R:1 method="wB97M-V/def2-TZVPD" homo_lumo_gap_ev=4.68 spin_multiplicity=1 molar_mass_g_mol=695.64 total_energy_ha=-2181.55313 lumo_ev=-0.6
Ag 1.466 0.309 0.433 0.293 0.768 0.105 0.191
C -3.832 -0.355 2.821 -0.029 -0.015 -0.007 -1.212
C -3.532 -1.784 2.452 0.136 -0.087 -0.045 0.836
C -4.526 -2.752 2.553 0.021 0.058 0.029 -0.877
C -4.278 -4.076 2.221 -0.029 -0.061 -0.003 -0.729
C -3.018 -4.448 1.784 -0.019 -0.080 -0.007 -0.896
C -2.012 -3.498 1.682 -0.060 0.152 0.031 -0.854
C -2.245 -2.161 2.012 -0.144 -0.128 0.032 0.556
P -1.003 -0.838 1.736 -0.137 0.118 -0.039 2.120
C 0.386 -1.775 0.948 -0.153 -0.223 -0.118 -0.399
C 0.316 -1.748 -0.460 -0.185 0.006 0.073 1.222
C 1.058 -2.616 -1.256 0.169 -0.164 -0.089 -1.257
C 1.899 -3.531 -0.658 -0.059 0.099 -0.102 -1.023
C 2.019 -3.541 0.730 -0.040 0.051 0.107 -1.243
C 1.290 -2.689 1.549 0.197 -0.122 -0.052 0.664
C 1.500 -2.780 3.033 -0.025 0.021 0.023 -1.214
C -0.460 -0.438 3.425 0.037 -0.036 0.117 0.228
C -0.894 -1.134 4.552 0.079 0.056 -0.034 -0.229
C -0.331 -0.901 5.795 -0.054 -0.069 0.069 -0.867
C 0.700 0.030 5.899 0.017 0.009 0.027 -0.677
C 1.107 0.756 4.799 -0.031 0.003 -0.083 -0.876
C 0.513 0.588 3.528 -0.041 -0.166 0.275 0.946
C 0.904 1.384 2.381 -0.025 -0.025 -0.168 -1.681
H -4.846 -0.254 3.210 0.021 -0.014 -0.026 0.452
H -3.727 0.301 1.948 0.011 0.007 0.048 0.048
H -3.133 0.013 3.575 -0.041 0.019 -0.009 0.186
H -5.512 -2.463 2.903 0.029 0.006 -0.010 0.411
H -5.068 -4.814 2.308 0.023 0.024 -0.003 0.374
H -2.810 -5.480 1.526 -0.014 0.032 0.010 0.439
H -1.032 -3.800 1.336 -0.002 -0.007 -0.002 0.368
H -0.401 -1.087 -0.932 -0.040 0.043 0.021 0.274
H 0.955 -2.572 -2.334 0.012 -0.011 0.022 0.445
H 2.459 -4.242 -1.256 -0.014 0.031 0.007 0.536
H 2.699 -4.248 1.196 -0.018 0.024 0.020 0.371
H 2.258 -3.530 3.260 -0.002 0.001 -0.026 0.480
H 0.580 -3.056 3.549 0.009 0.019 0.012 0.183
H 1.825 -1.822 3.442 -0.022 -0.022 0.006 0.124
H -1.651 -1.906 4.448 0.018 0.014 0.003 0.311
H -0.668 -1.457 6.663 0.015 0.023 -0.035 0.396
H 1.175 0.203 6.859 -0.011 -0.006 -0.023 0.366
H 1.888 1.502 4.905 -0.013 -0.015 -0.013 0.364
H 1.672 2.116 2.625 0.015 0.012 -0.025 0.602
H 0.040 1.895 1.948 0.019 0.001 0.006 0.217
C -2.333 2.817 -2.998 0.149 -0.131 -0.085 -0.699
C -1.426 1.590 -2.710 -0.102 0.038 0.030 0.017
N -1.704 1.075 -1.381 -0.072 0.213 0.367 0.584
C -1.480 2.111 -0.366 0.089 -0.027 -0.039 0.734
C -2.458 3.290 -0.577 0.127 0.001 0.128 -1.293
N -3.248 2.991 -1.815 -0.050 -0.016 -0.031 0.043
C -4.066 1.757 -1.579 -0.001 -0.171 0.003 -0.850
C -3.074 0.604 -1.268 0.055 -0.045 -0.264 0.119
H -2.968 2.683 -3.872 -0.018 0.019 -0.004 0.280
H -1.764 3.739 -3.109 0.002 0.024 0.046 0.414
H -0.368 1.854 -2.744 -0.046 0.075 -0.001 -0.522
H -1.608 0.804 -3.445 -0.043 -0.007 0.016 0.428
H -0.454 2.475 -0.410 0.031 -0.232 -0.141 0.407
H -1.627 1.648 0.607 -0.011 0.015 0.032 -0.569
H -1.945 4.238 -0.732 -0.008 -0.003 -0.053 0.293
H -3.177 3.404 0.234 -0.005 0.013 0.007 0.418
H -3.872 3.769 -1.999 -0.061 0.062 -0.044 0.274
H -4.659 1.578 -2.475 0.020 0.030 -0.030 0.260
H -4.737 1.970 -0.749 -0.010 0.035 -0.001 0.445
H -3.228 -0.212 -1.976 -0.012 -0.010 0.022 0.649
H -3.224 0.209 -0.264 0.012 0.023 0.018 -0.480
C 5.607 -3.215 -0.901 -0.061 -0.021 0.040 -0.866
N 5.071 -1.906 -1.248 0.092 -0.031 -0.206 -0.053
C 4.656 -1.713 -2.633 -0.055 0.078 0.055 -0.873
C 4.422 -1.222 -0.313 -0.151 -0.050 0.161 0.580
N 3.881 -0.613 0.506 0.112 -0.037 -0.007 -0.501
H 6.505 -3.399 -1.491 0.008 0.006 -0.013 0.313
H 4.885 -4.015 -1.095 0.008 0.046 0.007 0.235
H 5.871 -3.229 0.154 0.009 0.007 0.002 0.352
H 5.501 -1.918 -3.288 0.040 0.004 -0.003 0.307
H 4.339 -0.681 -2.768 -0.009 -0.006 -0.011 0.343
H 3.826 -2.375 -2.904 -0.003 -0.014 0.045 0.274
C 1.697 1.699 -1.237 0.150 -0.259 -0.188 -1.448
C 1.836 2.486 -2.166 -0.103 -0.182 0.097 0.086
C 1.908 3.373 -3.283 0.023 0.180 -0.076 0.866
C 1.492 2.965 -4.560 0.060 0.057 0.057 -0.262
C 1.530 3.841 -5.635 0.000 0.004 -0.012 -0.607
C 1.988 5.141 -5.465 -0.009 0.020 -0.059 -0.450
C 2.413 5.556 -4.210 0.002 -0.001 0.055 -0.467
C 2.375 4.687 -3.131 -0.067 -0.004 -0.085 -0.526
H 1.164 1.943 -4.702 -0.013 -0.008 0.019 0.462
H 1.213 3.502 -6.614 0.007 0.011 0.017 0.384
H 2.024 5.823 -6.307 -0.003 -0.020 0.018 0.384
H 2.781 6.565 -4.069 -0.004 -0.017 -0.009 0.379
H 2.705 5.009 -2.152 0.007 -0.014 -0.006 0.464

***

5.
13
Properties=species:S:1:pos:R:3:forces:R:3:mulliken_charge:R:1 method="wB97M-V/def2-TZVPD" homo_lumo_gap_ev="8.02 / 7.36" spin_multiplicity=1 molar_mass_g_mol=106.04 total_energy_ha=-801.56480 lumo_ev="-1.0 / -0.7"
C -1.768 -0.196 -0.281 1.969 0.660 0.559 -0.011
C 2.331 -0.530 0.550 4.462 -2.113 -0.877 -1.009
C 1.123 -0.281 -0.287 -1.771 1.232 -0.228 -0.369
P -0.520 -0.994 0.448 -0.019 0.681 -0.535 -0.040
P -3.486 -0.019 -0.017 -1.007 1.079 0.022 -0.126
H -0.916 1.825 -1.187 -0.273 -0.735 0.250 0.013
H 2.456 -1.593 0.926 -0.537 1.139 -0.153 0.297
H 3.350 -0.482 -0.125 -2.461 0.138 1.278 0.258
H 2.602 0.161 1.382 -0.971 -0.363 -0.596 0.295
H 0.999 -0.725 -1.315 1.006 0.429 0.949 0.324
H 1.080 0.836 -0.345 -0.654 -0.908 -0.416 0.251
H -3.526 0.878 1.118 0.265 -0.567 -0.294 0.055
H -3.725 1.121 -0.866 -0.008 -0.674 0.041 0.060

***

6.
19
Properties=species:S:1:pos:R:3:forces:R:3:mulliken_charge:R:1 method="wB97M-V/def2-TZVPD" s2=0.75 homo_lumo_gap_ev="8.96 / 9.28" spin_multiplicity=2 molar_mass_g_mol=186.07 total_energy_ha=-2884.74948 lumo_ev="0.8 / 0.3"
Br 2.645 -3.442 -1.238 0.127 -0.396 -0.284 -0.197
H 2.244 -2.335 -0.480 -0.147 0.453 0.280 0.180
C 0.582 0.303 -1.402 2.209 -3.088 -0.843 -0.647
C -0.155 -0.324 -2.571 0.196 -1.653 0.424 -0.861
C 0.093 0.241 -0.016 -0.627 2.437 1.348 0.749
C -0.235 1.626 0.301 0.120 -3.167 0.351 -0.586
C -0.805 1.924 1.519 -0.228 1.323 -0.298 -0.335
C -1.056 0.920 2.438 -0.124 -0.045 0.875 -0.439
C -0.624 -0.403 2.200 -0.969 0.161 1.922 -0.254
C -0.058 -0.773 1.010 0.503 0.773 -2.723 -0.407
H 1.716 0.245 -1.519 -1.447 0.495 0.205 0.355
H 0.567 -0.672 -3.368 -0.851 0.636 0.749 0.284
H -0.765 -1.269 -2.272 0.897 1.610 -0.306 0.274
H -0.850 0.409 -2.959 -0.342 0.025 -0.452 0.296
H -0.075 2.324 -0.499 0.006 0.517 0.073 0.414
H -1.052 3.001 1.664 -0.062 -1.049 0.381 0.298
H -1.597 1.199 3.371 0.661 -0.495 -0.733 0.311
H -0.783 -1.152 3.029 0.198 0.802 -1.160 0.295
H 0.206 -1.822 0.793 -0.121 0.661 0.192 0.270